{"formula": "C16H20N2O", "method": "ωB97M-V with the def2-TZVPD basis set", "relative_energy_kj_mol": 191.48, "energy_ha": -806.40803, "e_homo_ev": -6.829, "smiles": "Cc1cc(N2CCC(C)CC2)[nH]c2cccc(=O)c1-2", "e_lumo_ev": 0.29, "charge": 0, "largest_force_ha_per_bohr": 0.061, "elements": ["C", "C", "C", "C", "N", "C", "C", "C", "C", "C", "C", "N", "C", "C", "C", "C", "C", "O", "C", "H", "H", "H", "H", "H", "H", "H", "H", "H", "H", "H", "H", "H", "H", "H", "H", "H", "H", "H", "H"], "coordinates": [[-3.11873, -1.72437, 0.08578], [-1.98357, -1.09190, -0.66556], [-1.30079, 0.01082, 0.01404], [-0.25789, 0.68072, -0.62059], [0.43514, 1.70221, 0.06044], [-0.21024, 2.45974, 1.14984], [0.14034, 1.82299, 2.49662], [1.64555, 1.70208, 2.61457], [1.98189, 0.84893, 3.87011], [2.30509, 1.04069, 1.40231], [1.89911, 1.70344, 0.10335], [0.19590, 0.31527, -1.85451], [-0.23156, -0.87874, -2.41352], [0.47938, -1.47849, -3.44108], [0.03800, -2.70218, -4.09509], [-1.18876, -3.27251, -3.76209], [-1.95848, -2.70439, -2.63313], [-3.04715, -3.16442, -2.43051], [-1.46073, -1.53308, -1.88414], [-4.04996, -1.22733, -0.23222], [-3.04482, -1.53630, 1.16283], [-3.19469, -2.75893, -0.10946], [-1.67899, 0.27188, 0.97221], [0.12373, 3.52482, 1.12628], [-1.28147, 2.46645, 1.05680], [-0.35029, 0.85127, 2.57664], [-0.25680, 2.50506, 3.26770], [2.03290, 2.71203, 2.71068], [1.36066, -0.04664, 3.94067], [3.02746, 0.53196, 3.87748], [1.70848, 1.49553, 4.70674], [3.38392, 1.02732, 1.49151], [1.96160, -0.00023, 1.40802], [2.33921, 1.17405, -0.73092], [2.28921, 2.73050, -0.00427], [1.06753, 0.72085, -2.08633], [1.26262, -0.91309, -3.92082], [0.55982, -3.15208, -4.94221], [-1.62265, -4.11393, -4.26818]], "atomic_forces_ev_per_a": [[-0.177, 1.390, 0.007], [1.390, 0.926, 0.191], [-0.459, -1.071, -2.426], [-0.075, 0.462, 2.212], [-0.839, 0.285, -1.573], [0.715, -0.377, 0.131], [-0.187, 0.927, -0.446], [0.522, -1.303, 0.636], [-0.310, 1.022, -0.334], [-0.445, 0.049, 0.125], [-0.360, 0.211, 0.154], [-1.223, -0.393, 1.586], [-0.446, -1.867, -0.885], [-0.488, -0.064, -0.287], [-2.236, -0.015, 0.639], [2.370, 1.797, 0.890], [1.367, 0.430, -1.660], [-2.698, -1.007, 1.182], [1.405, 0.811, 0.167], [0.162, -0.353, -0.061], [0.229, -0.012, -0.180], [-0.213, -1.060, -0.286], [0.122, 0.346, 0.516], [-0.006, -0.733, -0.145], [-0.411, -0.019, -0.536], [0.070, 0.002, 0.090], [0.150, -0.466, 0.058], [0.308, 0.226, 0.208], [-0.017, 0.040, -0.246], [-0.060, 0.261, 0.267], [0.425, -0.364, 0.408], [0.324, 0.049, 0.228], [0.096, -0.039, -0.291], [-0.101, -0.284, -0.276], [-0.256, -0.176, 0.326], [0.710, 0.153, -0.788], [0.414, -0.019, 0.142], [0.246, 0.457, 0.311], [-0.021, -0.222, -0.055]], "lowdin_charge": [-0.03, -0.15, 0.03, -0.22, -0.07, -0.15, -0.17, -0.38, -0.06, -0.15, -0.15, 0.16, -0.17, -0.07, -0.07, -0.02, -0.41, 0.04, -0.03, 0.11, 0.08, 0.06, 0.08, 0.14, 0.11, 0.11, 0.13, 0.14, 0.08, 0.08, 0.08, 0.12, 0.13, 0.11, 0.13, 0.13, 0.09, 0.10, 0.10]}

{"formula": "C16H20N2O2S2", "method": "ωB97M-V with the def2-TZVPD basis set", "relative_energy_kj_mol": 0.00, "energy_ha": -1678.06899, "e_homo_ev": -7.358, "smiles": "CCOc1ccc(N)c(SSc2cc(OCC)ccc2N)c1", "e_lumo_ev": 0.45, "charge": 0, "largest_force_ha_per_bohr": 0.014, "elements": ["C", "C", "O", "C", "C", "C", "C", "N", "C", "S", "S", "C", "C", "C", "O", "C", "C", "C", "C", "C", "N", "C", "H", "H", "H", "H", "H", "H", "H", "H", "H", "H", "H", "H", "H", "H", "H", "H", "H", "H", "H", "H"], "coordinates": [[4.24394, 2.17528, 0.22645], [3.60192, 1.08718, -0.62951], [2.33511, 1.45785, -1.12936], [1.25864, 1.48984, -0.28170], [1.23447, 1.00630, 1.02283], [0.07065, 1.05429, 1.76470], [-1.11533, 1.56743, 1.24140], [-2.27810, 1.53751, 1.95972], [-1.07432, 2.05021, -0.07444], [-2.59023, 2.61190, -0.82703], [-2.93584, 1.01019, -2.11388], [-2.60229, -0.32998, -0.98865], [-1.36738, -0.95236, -1.09691], [-1.00511, -1.93521, -0.19050], [0.19077, -2.58948, -0.18536], [1.15363, -2.23184, -1.15682], [2.41675, -3.03106, -0.87723], [-1.91351, -2.29022, 0.80954], [-3.14225, -1.67808, 0.89900], [-3.51930, -0.67128, 0.00597], [-4.69995, 0.01949, 0.15672], [0.08836, 2.01990, -0.81737], [5.23429, 1.85747, 0.54110], [4.33219, 3.09252, -0.35017], [3.64116, 2.38134, 1.10769], [4.20432, 0.91743, -1.52664], [3.54104, 0.14155, -0.07497], [2.11367, 0.57782, 1.47732], [0.06678, 0.66616, 2.77258], [-2.22178, 1.42647, 2.95520], [-3.06327, 2.04718, 1.59060], [-0.70976, -0.63788, -1.89070], [1.36365, -1.15573, -1.10054], [0.77618, -2.46070, -2.16358], [2.78145, -2.81146, 0.12275], [2.20515, -4.09494, -0.94003], [3.18331, -2.77497, -1.60327], [-1.62698, -3.05595, 1.51275], [-3.83117, -1.96409, 1.68018], [-5.43267, -0.45092, 0.66142], [-5.00315, 0.53526, -0.65689], [0.09496, 2.38561, -1.83237]], "atomic_forces_ev_per_a": [[-0.288, -0.209, -0.203], [0.352, 0.046, 0.152], [-0.182, 0.051, -0.120], [-0.261, 0.097, -0.092], [0.186, 0.009, -0.184], [-0.162, 0.068, 0.014], [0.338, -0.057, -0.204], [-0.318, 0.033, 0.274], [-0.408, 0.295, -0.123], [0.264, 0.172, 0.136], [0.045, -0.384, 0.075], [-0.546, 0.396, -0.287], [0.360, -0.424, 0.112], [-0.167, 0.129, -0.059], [0.027, -0.175, 0.175], [0.281, 0.033, -0.169], [-0.442, 0.175, 0.004], [0.139, 0.041, -0.163], [-0.065, 0.037, -0.090], [0.380, -0.131, -0.086], [-0.348, 0.196, 0.104], [0.472, -0.112, 0.195], [0.119, -0.012, 0.063], [0.034, 0.083, -0.035], [0.014, 0.040, 0.093], [-0.054, -0.062, 0.155], [-0.008, 0.025, -0.088], [0.119, -0.021, 0.023], [0.029, -0.077, 0.117], [-0.019, 0.046, -0.011], [-0.047, -0.091, 0.093], [0.107, 0.028, -0.025], [-0.073, -0.063, -0.041], [-0.008, 0.081, 0.092], [0.082, 0.024, 0.093], [0.033, -0.115, -0.018], [0.100, 0.009, -0.069], [0.028, -0.109, 0.098], [-0.050, -0.045, 0.133], [0.000, 0.000, -0.082], [-0.050, -0.066, 0.068], [-0.015, 0.038, -0.121]], "lowdin_charge": [-0.06, -0.26, -0.07, -0.29, -0.02, -0.02, -0.36, 0.11, -0.54, 0.61, 0.62, -0.55, -0.06, -0.27, -0.05, -0.26, -0.06, 0.00, -0.03, -0.38, 0.09, -0.04, 0.08, 0.08, 0.07, 0.12, 0.11, 0.11, 0.11, 0.10, 0.05, 0.10, 0.10, 0.13, 0.07, 0.08, 0.08, 0.12, 0.11, 0.09, 0.05, 0.12]}

{"formula": "C16H20N2O3", "method": "ωB97M-V with the def2-TZVPD basis set", "relative_energy_kj_mol": 2.10, "energy_ha": -957.00809, "e_homo_ev": -8.129, "smiles": "CCCCCCC(=O)Nc1c(O)c2ccccc2[nH]c1=O", "e_lumo_ev": 0.41, "charge": 0, "largest_force_ha_per_bohr": 0.012, "elements": ["C", "C", "C", "C", "C", "C", "C", "O", "N", "C", "C", "O", "C", "C", "C", "C", "C", "C", "N", "C", "O", "H", "H", "H", "H", "H", "H", "H", "H", "H", "H", "H", "H", "H", "H", "H", "H", "H", "H", "H", "H"], "coordinates": [[2.73538, 7.16107, -0.56958], [2.96308, 6.32543, -1.82405], [2.44978, 4.89107, -1.69128], [3.22148, 4.07446, -0.65516], [2.89291, 2.58381, -0.70223], [1.44678, 2.28165, -0.31645], [1.20570, 0.79371, -0.17083], [2.10854, -0.03420, -0.23766], [-0.08497, 0.48820, 0.04548], [-0.77195, -0.72490, 0.25061], [-0.27190, -2.00200, 0.28297], [1.00238, -2.33902, 0.12024], [-1.19077, -3.09653, 0.51276], [-0.74505, -4.42245, 0.55773], [-1.63120, -5.45098, 0.77717], [-2.98550, -5.18040, 0.95713], [-3.44776, -3.88360, 0.91703], [-2.55784, -2.83204, 0.69529], [-2.99428, -1.53429, 0.65164], [-2.18867, -0.45218, 0.44022], [-2.64640, 0.68672, 0.41377], [3.03784, 8.19148, -0.74241], [1.68269, 7.15541, -0.29430], [3.31312, 6.77542, 0.26626], [2.44982, 6.80186, -2.66290], [4.02993, 6.30671, -2.05836], [2.53882, 4.39826, -2.66279], [1.39064, 4.92115, -1.42786], [4.29127, 4.19682, -0.83913], [3.01112, 4.45397, 0.34632], [3.55046, 2.04729, -0.01561], [3.08363, 2.19409, -1.70397], [0.75694, 2.67509, -1.06525], [1.21084, 2.75778, 0.63970], [-0.76892, 1.24715, 0.08736], [1.56690, -1.52033, -0.03430], [0.30703, -4.61090, 0.41607], [-1.27914, -6.47036, 0.81053], [-3.67809, -5.99034, 1.12913], [-4.49707, -3.66752, 1.05591], [-3.97971, -1.34171, 0.78305]], "atomic_forces_ev_per_a": [[0.118, -0.061, -0.216], [-0.245, -0.051, 0.069], [0.329, 0.154, 0.084], [-0.222, -0.155, -0.259], [-0.059, 0.113, 0.229], [0.528, -0.055, -0.137], [-0.406, 0.198, 0.040], [0.263, -0.219, -0.024], [-0.473, 0.234, 0.044], [0.297, -0.416, -0.001], [-0.130, 0.590, -0.029], [0.078, 0.045, -0.018], [-0.216, -0.141, 0.043], [-0.055, 0.120, -0.002], [0.067, -0.098, -0.001], [-0.021, 0.119, -0.007], [0.001, 0.000, 0.000], [0.480, -0.393, -0.039], [-0.348, 0.144, 0.039], [0.018, -0.189, 0.013], [-0.059, 0.187, -0.007], [0.007, 0.106, 0.074], [-0.118, 0.025, 0.081], [0.027, 0.008, 0.147], [0.084, 0.018, -0.045], [0.025, 0.002, -0.092], [-0.079, -0.075, -0.032], [-0.107, -0.031, -0.060], [0.053, 0.056, 0.059], [0.082, 0.042, 0.090], [-0.009, -0.044, -0.092], [0.067, -0.049, 0.001], [-0.085, 0.015, 0.073], [-0.082, 0.018, -0.008], [0.276, -0.054, -0.047], [-0.224, -0.086, 0.044], [0.079, -0.035, -0.009], [0.045, -0.083, 0.000], [-0.073, -0.052, 0.015], [-0.117, 0.016, 0.016], [0.205, 0.078, -0.037]], "lowdin_charge": [-0.11, -0.27, -0.23, -0.22, -0.20, -0.10, -0.42, 0.07, 0.15, -0.06, -0.19, 0.09, -0.08, -0.01, -0.08, -0.08, -0.02, -0.18, 0.17, -0.41, 0.04, 0.07, 0.07, 0.06, 0.10, 0.10, 0.11, 0.11, 0.12, 0.11, 0.12, 0.12, 0.12, 0.14, 0.14, 0.07, 0.12, 0.10, 0.10, 0.11, 0.17]}

{"formula": "C16H20N2O5S2", "method": "ωB97M-V with the def2-TZVPD basis set", "relative_energy_kj_mol": 53.79, "energy_ha": -1903.75573, "e_homo_ev": -7.981, "smiles": "COc1ccc(CCNC(=O)CNS(=O)(=O)c2cccs2)cc1OC", "e_lumo_ev": 0.44, "charge": 0, "largest_force_ha_per_bohr": 0.017, "elements": ["C", "O", "C", "C", "C", "C", "C", "C", "N", "C", "O", "C", "N", "S", "O", "O", "C", "C", "C", "C", "S", "C", "C", "O", "C", "H", "H", "H", "H", "H", "H", "H", "H", "H", "H", "H", "H", "H", "H", "H", "H", "H", "H", "H", "H"], "coordinates": [[-4.74601, 0.24942, 0.65017], [-3.67924, 0.36537, -0.25552], [-2.59239, -0.44103, -0.07602], [-2.42677, -1.34272, 0.95976], [-1.26132, -2.08594, 1.06524], [-0.24422, -1.96318, 0.13313], [0.99893, -2.79488, 0.32698], [2.16893, -2.51618, -0.61902], [2.70481, -1.18256, -0.47506], [3.74815, -0.89747, 0.31417], [4.38318, -1.71028, 0.95241], [4.10219, 0.60153, 0.30819], [2.99158, 1.39545, 0.82194], [1.96949, 2.14470, -0.26561], [1.92677, 1.33703, -1.45679], [2.29000, 3.53160, -0.42277], [0.43739, 2.01693, 0.59687], [-0.70680, 2.72335, 0.38808], [-1.71821, 2.37522, 1.30751], [-1.31323, 1.41561, 2.18159], [0.30689, 0.91376, 1.90459], [-0.42324, -1.08341, -0.93043], [-1.56943, -0.31246, -1.03911], [-1.80750, 0.59599, -2.02290], [-0.87000, 0.72159, -3.06882], [-5.17346, -0.75887, 0.64548], [-5.49924, 0.95834, 0.30960], [-4.44088, 0.50783, 1.67035], [-3.19847, -1.47305, 1.70141], [-1.14808, -2.77136, 1.89164], [1.35237, -2.64759, 1.35093], [0.73095, -3.85087, 0.22688], [1.87093, -2.66860, -1.65896], [2.97865, -3.21042, -0.37715], [2.24765, -0.41251, -0.94843], [4.98482, 0.74416, 0.93175], [4.33387, 0.90392, -0.71870], [3.26306, 2.05048, 1.53776], [-0.80956, 3.45751, -0.38869], [-2.69730, 2.81712, 1.30578], [-1.86936, 0.97210, 2.98321], [0.33814, -0.98537, -1.68427], [-0.76659, -0.21705, -3.62339], [-1.27709, 1.48434, -3.73055], [0.10965, 1.04241, -2.70323]], "atomic_forces_ev_per_a": [[-0.133, -0.032, 0.100], [0.385, -0.079, -0.196], [-0.026, 0.054, -0.186], [-0.186, 0.072, -0.126], [0.124, -0.006, -0.166], [-0.153, -0.156, 0.184], [0.208, -0.037, -0.202], [-0.074, -0.251, 0.331], [-0.404, -0.044, -0.350], [0.241, 0.559, -0.106], [0.225, -0.232, 0.269], [0.166, -0.530, -0.382], [-0.610, 0.458, -0.406], [-0.301, 0.447, 0.597], [0.262, -0.151, -0.024], [-0.023, -0.032, 0.103], [0.690, -0.234, 0.217], [0.200, 0.092, -0.183], [0.032, 0.018, 0.010], [0.582, -0.092, -0.056], [-0.510, 0.238, 0.105], [-0.095, 0.046, -0.037], [-0.256, 0.163, -0.036], [-0.220, -0.153, 0.401], [0.216, 0.039, -0.173], [0.032, 0.030, 0.026], [0.016, -0.053, 0.069], [-0.009, -0.027, -0.005], [-0.121, 0.037, 0.066], [0.031, -0.095, 0.117], [0.034, -0.074, 0.003], [0.041, -0.020, 0.058], [0.062, -0.016, 0.023], [-0.128, 0.044, -0.146], [0.129, -0.187, 0.034], [-0.180, 0.021, -0.027], [0.156, -0.070, 0.112], [-0.028, 0.168, 0.147], [-0.034, 0.183, -0.159], [-0.188, 0.058, 0.017], [-0.144, -0.104, 0.161], [0.091, 0.053, -0.142], [-0.002, 0.014, 0.018], [0.049, -0.059, -0.006], [-0.145, -0.062, -0.054]], "lowdin_charge": [-0.09, -0.07, -0.23, -0.04, -0.07, -0.25, -0.13, -0.17, 0.07, -0.49, 0.06, -0.12, -0.15, 0.62, -0.31, -0.27, -0.60, -0.13, -0.16, -0.38, 1.07, 0.02, -0.20, -0.06, -0.06, 0.10, 0.10, 0.09, 0.11, 0.12, 0.12, 0.12, 0.12, 0.12, 0.08, 0.13, 0.13, 0.11, 0.13, 0.11, 0.07, 0.10, 0.10, 0.10, 0.07]}